ORCA calculation (ωB97M-V with the def2-TZVPD basis set) on C4H6N2O in the gas phase.

Structure (XYZ):
```
13
Properties=species:S:1:pos:R:3:forces:R:3
C 0.2126 1.2187 -0.2072 3.369 -1.190 1.462
C 2.0744 0.0275 0.1962 -1.956 1.229 -0.678
C -0.2011 -0.2308 -0.3316 0.309 -0.620 -2.544
C -1.3747 -0.6641 0.5795 -0.525 -0.228 0.502
N 0.0457 2.4199 -0.3399 -1.517 0.168 -0.843
N 1.1349 -0.9056 -0.1020 -3.038 1.494 0.291
O 3.2393 -0.1251 0.2904 0.561 0.378 0.223
H -0.4034 -0.2887 -1.4956 -0.140 -0.370 2.135
H -1.6859 0.1278 1.2575 0.196 0.292 -0.048
H -1.1897 -1.5043 1.2318 1.155 -0.166 0.277
H -2.3134 -1.0652 0.1891 0.210 0.608 -1.189
H -0.8482 2.7882 -0.7738 0.956 -0.617 0.672
H 1.3096 -1.7983 -0.4945 0.420 -0.978 -0.260
```
Positions in Å, forces in eV/Å.

The calculation puts the highest occupied orbital energy at -7.7 eV. For the electronic energy, the calculation gives -340.645789 Eh. The calculation puts the gap between HOMO and LUMO at 8.42 eV.

Which charges does Löwdin predict for the atoms? In e, they are: atom 1 (C): -0.15, atom 2 (C): -0.33, atom 3 (C): -0.32, atom 4 (C): -0.06, atom 5 (N): 0.13, atom 6 (N): 0.04, atom 7 (O): 0.08, atom 8 (H): 0.17, atom 9 (H): 0.07, atom 10 (H): 0.07, atom 11 (H): 0.07, atom 12 (H): 0.10, atom 13 (H): 0.12